[1]
{"formula": "C5H7BrO2", "method": "ωB97M-V/def2-TZVPD", "species": ["C", "H", "C", "O", "H", "H", "O", "C", "C", "C", "H", "Br", "H", "H", "H"], "coordinates": [[0.999, 0.186, -1.083], [-0.082, 0.047, 2.052], [1.073, 0.050, 0.199], [-3.574, -0.690, 1.606], [1.947, -0.159, 0.845], [1.890, 0.174, -1.763], [-2.391, -2.598, 0.750], [-0.184, 0.351, 0.986], [-3.216, -1.526, 0.858], [-3.234, -2.287, -0.374], [-0.874, -0.396, 0.531], [-2.409, -1.627, -1.940], [-3.996, -2.936, -0.525], [-0.322, 1.507, 0.790], [-0.052, 0.438, -1.519]], "lowdin_charge": [-0.07, 0.08, -0.29, 0.18, 0.10, 0.07, 0.07, -0.12, -0.49, -0.61, 0.03, 0.79, 0.06, 0.13, 0.07], "homo_lumo_gap_ev": 10.2, "e_above_lowest_kj_mol": 189.9, "energy_ha": -2919.09423, "lumo_ev": 0.545, "charge": 0}

***

[2]
{"formula": "C5H7Cl2N", "method": "ωB97M-V/def2-TZVPD", "species": ["N", "C", "H", "Cl", "C", "H", "C", "H", "C", "Cl", "H", "H", "H", "H", "C"], "coordinates": [[0.841, 1.139, 0.181], [0.280, -1.097, -0.478], [1.370, 0.386, 2.124], [0.040, -2.443, -1.532], [0.581, 0.305, 1.403], [-1.958, -0.165, -0.186], [0.500, -1.110, 0.854], [1.903, 1.355, 0.001], [-1.372, 0.546, -0.896], [0.507, -2.585, 1.719], [-1.505, 1.786, -0.510], [0.596, 0.729, -1.756], [-1.650, 0.227, -2.001], [-0.256, 0.586, 1.977], [0.123, 0.341, -0.900]], "lowdin_charge": [-0.03, -0.72, 0.10, 0.68, -0.20, 0.10, -0.71, 0.16, -0.09, 0.67, 0.16, 0.12, 0.10, 0.10, -0.44], "homo_lumo_gap_ev": 9.7, "e_above_lowest_kj_mol": 134.7, "energy_ha": -1169.78075, "lumo_ev": 0.847, "charge": 0}

***

[3]
{"formula": "C5H7ClN2O2", "method": "ωB97M-V/def2-TZVPD", "species": ["H", "C", "H", "C", "H", "H", "C", "C", "H", "O", "H", "N", "Cl", "O", "N", "H", "C"], "coordinates": [[0.746, 0.001, 2.585], [1.735, 0.485, -0.136], [2.253, 1.161, -0.808], [-0.430, 0.670, -1.277], [-2.148, -0.310, -0.547], [-1.494, 0.880, 0.550], [-1.704, 0.684, -0.499], [0.628, -0.322, -0.747], [-2.383, 1.432, -0.900], [-0.193, 1.349, -2.238], [1.558, -2.281, 0.684], [0.757, -1.821, 1.122], [2.775, -1.130, 3.026], [-0.018, -1.220, 0.144], [2.111, 0.444, 1.068], [1.045, -0.853, -1.621], [1.570, -0.406, 2.006]], "lowdin_charge": [0.10, -0.07, 0.13, -0.40, 0.10, 0.09, 0.01, -0.24, 0.09, 0.11, 0.08, 0.02, 0.64, -0.19, 0.02, 0.17, -0.68], "homo_lumo_gap_ev": 9.5, "e_above_lowest_kj_mol": 207.9, "energy_ha": -914.78622, "lumo_ev": 0.250, "charge": 0}